DFT (ωB97M-V with the def2-TZVPD basis set) results for a cluster of 2 separate species, C5H11NO3 in total.

The geometry in XYZ format:
```
20
Properties=species:S:1:pos:R:3:forces:R:3
H 0.348499 -2.685305 -0.051679 -0.4113 -0.2938 0.9602
H -1.734130 0.548594 -0.542843 0.7620 -0.2457 0.5219
H -1.725090 0.866817 1.180912 0.5895 -0.6588 -0.5165
H 0.949132 -0.823107 3.034653 0.3568 -0.2196 -0.3673
O 0.320764 -2.522861 -2.299337 0.1948 0.3968 -0.4322
O -1.141550 -1.528912 1.767343 -0.8887 -0.2767 -0.1241
C 0.230797 1.361538 0.235709 -2.4246 -0.4824 -0.1347
N -0.115042 -1.809738 -0.232744 -0.1667 1.3424 -0.7010
H -0.364323 2.722181 -1.381116 -0.0059 -0.3147 -0.1809
C -0.825261 -1.023589 0.728287 0.1116 -0.1518 -0.4735
H 0.099508 1.031194 -1.880738 -0.6433 -0.0019 -0.2644
C -1.082747 0.449196 0.363891 -0.4062 0.4520 0.7684
H 1.316114 2.072739 -1.436574 -0.3482 0.6384 -0.0077
H -0.515668 -0.676461 -1.990012 0.1929 -0.6041 0.2362
H 1.115830 0.802267 0.463340 0.1786 -0.1004 0.0370
H 1.840351 -0.703902 1.693497 -0.4559 -0.0373 1.0170
C -0.091224 -1.628416 -1.599162 -0.4631 -0.1914 0.1303
C 0.262836 1.846803 -1.196554 1.9167 0.7163 0.0613
O 1.008325 -0.456779 2.143010 1.5043 0.4074 0.1520
H 0.102887 2.157750 1.000118 0.4068 -0.3747 -0.6819
```
Positions in Å, forces in eV/Å.

- highest occupied orbital energy (eV) = -9.894
- ΔE to the lowest compared entry with this formula, charge and spin (kJ/mol) = 138.51
- E (eV) = -12995.416
- LUMO (eV) = 0.54
- SMILES = CCCC(=O)NC=O.O

Löwdin population analysis, charges in e, atoms 1 to 5: 0.1514 0.1175 0.1233 0.0758 0.0410

DFT (ωB97M-V with the def2-TZVPD basis set) results for a structure of composition C34H48BiFN6O2S4Si2.

The geometry in XYZ format:
```
98
Properties=species:S:1:pos:R:3:forces:R:3
C 0.292639 2.801120 3.644600 0.0409 -0.0614 -0.1358
H -1.660577 3.165559 0.463167 -0.0282 -0.0065 0.0454
H 2.401075 -0.467257 -6.250139 -0.0099 0.0055 0.0613
N 0.323289 -0.717655 2.365268 -0.0037 0.1069 0.0026
H 3.292578 0.646379 -2.415732 0.0028 0.0031 -0.0920
H -0.699047 -3.425642 -2.909606 -0.0226 0.0239 0.0357
H 2.862596 -2.646226 -4.460812 -0.0451 0.0096 0.0394
N 0.345585 1.956694 -1.792986 0.1171 0.0479 -0.1115
H 0.178363 2.544574 4.693459 0.0073 -0.0270 -0.0129
H 6.803968 -2.392536 0.327128 -0.0044 0.0142 -0.0003
H -1.255048 -5.251994 1.160187 -0.0010 0.0029 -0.0225
H -1.611664 -0.574828 -5.842545 -0.0185 -0.0494 0.0094
H -2.733447 -1.838334 -5.326385 0.0235 0.0026 0.0352
H -1.226577 -2.595163 -1.435873 -0.0176 -0.0149 -0.0144
C 3.086603 0.581388 -3.485239 0.0825 0.0414 0.1400
C 2.492201 -4.707791 1.331323 0.0007 -0.0088 0.0013
H -0.304473 -3.827456 1.623991 -0.0164 -0.0204 -0.0599
H -1.009927 0.485178 4.978924 0.0125 0.0233 -0.0007
N 0.343521 1.851858 1.440609 -0.0114 -0.0071 0.0969
C 2.148525 -2.370565 -3.677510 0.1640 0.0174 -0.0057
C -5.178513 0.315175 0.823323 -0.1251 0.0212 -0.0047
H -1.028123 -2.221753 -5.578555 -0.0437 0.0273 -0.0149
H -3.179423 4.083201 0.594246 0.0265 -0.0018 -0.0033
H -0.035973 -0.984643 5.031420 0.0052 -0.0982 -0.0380
S -5.166585 2.007850 0.623739 0.1821 0.0000 0.0053
N -2.301742 -2.081776 0.822792 0.0385 0.1267 -0.0238
H 2.214008 -4.118416 2.196314 0.0174 -0.0031 -0.0163
H 2.638708 -2.547118 -2.718173 0.0038 0.0448 -0.2868
S -3.812304 -4.124475 1.018665 0.1520 0.0585 -0.0119
C -1.438664 -2.734169 -2.497159 -0.0082 -0.0371 -0.0308
N 3.786334 -1.886367 1.620184 0.0562 -0.2731 0.0657
H 1.076343 0.664430 -6.001322 0.0187 -0.0230 -0.0129
C -0.051120 0.048541 4.697857 -0.0088 -0.0367 -0.1603
C -0.395367 2.089928 -4.045521 -0.0283 -0.0020 0.0082
Si -1.419287 -1.079857 -3.384750 -0.0447 0.0069 0.1601
C -2.698532 3.220525 0.132783 0.0828 -0.0429 -0.0635
C 0.292277 1.611239 2.726513 -0.0485 0.2072 0.0600
H 1.831840 -2.449548 -1.104233 -0.0815 0.0105 0.2989
H -5.621510 -2.492934 0.953665 0.0586 0.0540 -0.0044
C 0.198215 0.234556 3.218829 -0.0326 -0.1599 -0.0168
H 5.563115 -3.641225 0.642861 0.0534 -0.0097 0.0449
C -3.600440 -1.617829 0.837204 0.1109 0.0138 -0.0241
H -2.699213 3.377730 -0.950412 -0.0072 -0.0181 0.0296
H -0.556931 -4.208702 -0.080753 -0.0029 -0.0056 0.0132
H -2.820024 0.198566 -1.778985 -0.0389 0.0233 0.0157
C 1.435023 -0.336945 -5.751693 -0.0826 -0.0291 -0.0007
Bi 0.238453 0.087614 -0.327221 -0.2831 0.0021 -0.0369
F 3.503776 -8.074647 0.513493 0.0141 -0.0255 0.0092
N -2.935148 0.776897 0.554450 0.1305 -0.2086 -0.0635
H 0.743414 -1.063370 -6.177882 0.0223 0.0302 -0.0491
C -1.714810 -1.457496 -5.205754 0.1344 0.0250 -0.0658
H 1.219879 3.363822 3.509030 -0.0160 0.0089 0.0229
H -3.834282 -0.635311 -2.963881 0.0499 0.0150 0.0104
H -0.564990 4.059894 -4.860897 0.0050 -0.0235 -0.0007
H -0.354059 -2.047996 3.606543 -0.1233 0.0603 0.1357
C 2.864273 -4.873836 -1.027167 0.0521 0.0161 -0.0166
O 0.389265 3.081099 1.069599 0.0742 -0.1778 0.0746
C -3.439868 1.966831 0.454423 -0.3214 0.0649 -0.0094
H 1.326057 -2.410636 0.600707 -0.0777 -0.0134 0.1106
H 2.883799 -4.422357 -2.011353 0.0021 -0.0702 0.0536
S 4.752481 -1.910548 -0.827277 -0.0019 0.0230 0.0470
C -3.914664 -0.180637 0.748774 0.0759 0.0913 0.0451
C -2.904780 -0.072669 -2.832646 -0.0297 0.0299 -0.0005
C -1.022264 -4.218123 0.907222 0.0169 -0.0039 -0.0318
H 0.727055 0.560915 5.260644 0.0009 0.0405 -0.0011
C -4.548054 -2.590854 0.932122 -0.1259 -0.1151 0.0143
C 3.204503 -6.214051 -0.891231 -0.0178 0.0203 -0.0287
H 2.818051 -6.522949 2.459092 -0.0027 -0.0019 -0.0211
O 0.150508 -2.035229 2.785445 0.2782 0.1202 0.0859
H -0.743662 1.585533 -4.936416 0.0064 -0.0032 -0.0016
C 5.237836 -1.800152 1.731791 -0.1209 0.0195 -0.0433
C -2.254533 -3.376214 0.913643 -0.2594 -0.1239 0.0264
S 2.729474 0.091371 0.097642 0.2672 0.0698 -0.1805
C 0.128059 -0.147566 -2.880436 0.0808 0.0375 -0.3403
H 3.304385 -1.273896 2.264431 -0.0374 0.0419 -0.0290
H 5.554930 -2.253434 2.672657 0.0126 -0.0056 0.0021
C 0.493809 3.293945 -1.757662 -0.1009 -0.0669 -0.0016
C 3.300330 -1.669110 0.268705 -0.2192 0.1475 0.0542
C 2.827526 -6.044927 1.488245 -0.0173 0.0504 0.0573
C -0.287413 3.462561 -4.000553 0.0136 -0.0160 0.0039
H 2.863521 1.590032 -3.851339 0.0177 -0.0474 0.0057
C 2.152138 -2.644757 -0.074081 0.0961 -0.0082 -0.0649
H 0.815484 3.703893 -0.813958 0.0093 -0.0564 0.0544
Si 1.669628 -0.569200 -3.891055 -0.1070 0.0611 0.0036
C 2.510226 -4.102144 0.075789 -0.0326 0.0239 0.0280
C -0.005381 1.320338 -2.939022 0.0483 -0.0104 0.1796
C 3.180561 -6.771660 0.368952 -0.0195 0.0196 -0.0105
C 0.206082 4.076811 -2.851867 -0.0307 0.0268 -0.0511
H -0.507846 3.483697 3.351452 -0.0066 0.0040 0.0140
H -2.422148 -3.209182 -2.582349 0.0540 0.0238 0.0254
H 3.479608 -6.821049 -1.743791 -0.0013 0.0184 0.0176
H 0.340249 5.148512 -2.799313 0.0051 -0.0373 0.0217
H -2.989988 0.854111 -3.409325 -0.0045 -0.0487 0.0331
H 5.607231 -0.768453 1.687572 0.0281 0.0235 0.0259
C 5.751513 -2.573006 0.535087 -0.0973 -0.0333 -0.1103
H 3.999983 0.240391 -3.983293 -0.0565 0.0247 -0.0242
H 1.285616 -3.035492 -3.760494 0.0354 -0.0032 0.0140
H -6.100904 -0.220204 0.980281 0.0537 0.0031 0.0058
```
Positions in Å, forces in eV/Å.

- highest occupied orbital energy (eV) = -7.277
- ΔE to the lowest compared entry with this formula, charge and spin (kJ/mol) = 0.00
- E (eV) = -116725.974
- LUMO (eV) = 0.30

Löwdin population analysis, charges in e, atoms 1 to 5: -0.0372 0.0454 0.0354 -0.0628 -0.0416

DFT (ωB97M-V with the def2-TZVPD basis set) results for a structure of composition C15H22O5.

The geometry in XYZ format:
```
42
Properties=species:S:1:pos:R:3:forces:R:3
C 5.262305 0.213431 -0.042776 3.4643 -2.0584 17.3431
H -2.677909 2.981950 0.979104 1.8035 1.1367 -0.8785
C -1.014898 0.126329 -1.555688 8.7271 -4.9915 -8.1191
H 2.316900 0.353542 2.639577 2.2686 -4.1268 7.2199
C -1.588626 0.935082 -0.721118 -4.2782 7.3198 6.0123
C 3.780535 0.876696 -1.680501 -7.4838 -0.6815 7.2104
C -3.083183 0.701427 -0.595966 2.3317 -0.8858 -1.7348
C -0.468836 -1.913674 0.303042 -1.5925 12.1790 2.8733
O -3.171240 -0.143401 0.396565 -3.3370 -5.3593 3.1163
H -4.393294 3.283555 1.008643 0.9730 -1.7665 0.2004
H 4.583277 0.199102 2.115117 0.7062 -0.3157 2.5046
H -4.565745 -1.579115 1.420536 0.1358 2.1912 -1.9356
C 4.214381 0.376168 1.183076 9.6034 -1.8646 -4.8226
C 3.059430 0.434745 0.744706 -10.2249 3.5641 0.0864
H 0.786255 -1.798130 2.240351 -0.0181 1.6183 -1.6963
H 6.262493 0.023947 0.491938 -1.2138 0.1106 -1.9022
H 0.410697 -1.838445 -1.563048 -1.1817 1.4860 -0.7432
H 1.641411 1.691988 2.075852 0.1128 0.1535 -0.5929
H -5.241421 -0.070014 0.514713 -2.1241 2.6618 1.3364
C 4.952692 0.506774 -1.157861 2.5571 2.6961 -15.9751
H 3.500218 0.980195 -2.658088 -0.3808 0.5797 -2.1985
O -1.551036 -1.100461 -1.744705 -10.6768 -2.7015 -5.5317
C 0.770785 -1.186371 1.219714 -0.5903 -8.0917 -2.2891
H -1.262875 -3.399320 0.004472 -10.1905 -4.0862 -5.6412
H 1.689981 0.893545 -0.893108 -1.7500 0.2652 -0.0343
H 5.741312 0.575306 -2.281382 -1.2513 -0.6559 3.8604
H -0.457678 0.323682 -2.647712 -1.4778 0.7912 3.0479
O -3.840622 1.728284 -0.457190 -2.5223 8.4498 5.4983
C -0.505667 -1.228137 -1.145082 10.8251 -3.5626 5.9679
C -4.563255 -0.819537 0.498044 4.8328 0.0440 5.4268
H 1.661315 -1.481765 0.589711 -0.1378 -0.3642 0.9911
H -1.496398 1.975326 -0.917677 0.1493 1.0566 -1.3121
C 2.665479 0.788744 -0.556090 5.4701 -0.1943 -4.8770
C 1.872809 0.646270 1.869907 -2.1085 3.4202 -9.9486
H -3.471280 1.863692 1.604125 0.0854 -8.1156 8.4309
H -3.664395 0.510785 -1.435157 0.4658 -3.0062 -3.2213
C -3.584943 2.472016 0.956576 -3.5933 7.5462 -10.5526
O 0.703420 0.112206 1.190700 -0.1664 3.5529 3.1169
H -4.913723 -1.301163 -0.279090 -0.3359 -3.0534 -4.6869
O -0.581925 -3.164709 0.394323 10.4988 -3.1097 5.2559
H -1.406807 -1.403524 0.839830 1.5466 -0.7639 -0.8746
H -1.190206 1.039616 0.295378 0.0782 -1.0676 0.0688
```
Positions in Å, forces in eV/Å.

- highest occupied orbital energy (eV) = -8.502
- ΔE to the lowest compared entry with this formula, charge and spin (kJ/mol) = 1887.35
- E (eV) = -26131.169
- LUMO (eV) = 0.56

Löwdin population analysis, charges in e, atoms 1 to 5: -0.0785 0.0597 -0.2640 0.0307 -0.1126

DFT (ωB97M-V with the def2-TZVPD basis set) results for a structure of composition C22H42O3PtSSbSe4Si.

The geometry in XYZ format:
```
75
Properties=species:S:1:pos:R:3:forces:R:3
C 9.355885 16.035488 8.510944 -1.7025 1.3343 -0.9762
H 8.716447 6.927060 6.096740 -1.0303 0.3412 -0.8653
C 6.974480 6.823300 9.929063 0.3384 -0.3176 -1.3762
C 10.358857 9.011807 6.363592 -0.0586 0.3829 -0.8328
H 12.103808 7.178988 7.574266 0.3122 0.3274 -0.3754
H 11.424038 12.833697 9.654561 -0.3978 -0.4400 0.2974
C 8.399971 14.395319 9.827820 0.6048 0.0282 0.5050
C 11.303006 7.603248 8.168799 -0.1583 -0.8875 0.4413
C 4.882861 8.132295 10.159915 -0.1454 -0.2528 -0.1028
C 9.600475 6.680794 6.617959 -0.4721 -0.7641 1.1755
Sb 5.184261 14.683225 5.420056 0.0129 -0.5083 0.4145
C 7.627557 13.906655 11.017640 -1.1281 -0.8154 -1.5494
C 6.875322 8.456187 11.760456 -0.0445 -0.1973 -0.0986
C 11.845996 15.189787 8.458940 -1.0203 -0.2975 0.5270
H 8.049070 6.858343 9.942470 0.4607 -0.0928 0.1327
C 10.357503 15.201030 8.836504 2.5727 0.0159 0.2720
H 4.487896 9.350183 7.279890 -0.4526 -0.4197 0.4516
O 7.026715 8.768185 6.846325 0.5943 -0.5185 -0.0068
H 10.263353 17.333182 7.133415 0.5864 0.2546 -0.3722
H 7.882904 12.886430 11.269925 0.1204 -0.2132 0.1512
H 6.522437 16.718706 8.283623 -0.2345 0.1385 -0.6704
C 10.648652 13.157406 10.363852 -0.1755 0.4122 0.1473
H 6.420372 7.391116 4.742599 0.0285 0.0445 -0.1485
H 4.861518 8.192063 4.297607 0.4693 0.0714 0.4446
H 6.617680 6.081155 10.585776 -0.3556 -1.0218 1.0651
H 12.407580 14.606577 9.199003 -0.1893 0.1846 -0.0690
H 7.829304 14.564140 11.808176 0.2400 0.7804 1.5475
H 11.101665 6.809271 8.911615 -0.2313 0.4969 -0.1255
O 6.891127 9.210988 9.461179 -0.7096 -0.5080 1.6151
C 5.044289 10.024854 6.666062 0.7970 0.2359 -1.1334
H 8.663559 16.777784 6.600234 0.4070 0.0760 0.6908
H 6.502677 9.427623 12.072140 0.1091 0.2085 0.0007
H 4.595090 7.617298 9.221895 0.3048 0.3445 0.3160
H 11.935777 14.631369 7.529852 0.3830 0.3952 -0.3710
Se 7.674976 14.435139 5.545333 0.3051 -0.5237 0.1201
H 12.294061 16.183648 8.466912 -0.1146 -0.0413 -0.5232
C 6.135589 9.259266 5.881860 -1.4596 -0.8545 -0.5953
H 6.498371 7.716323 12.481227 -0.0522 0.0538 -0.2803
H 4.399925 10.615431 6.020082 -0.2217 -0.0993 -0.1577
H 4.559955 9.178164 10.073452 -0.2554 -0.3626 0.3713
C 6.885280 16.475777 9.261623 0.3748 -1.4835 1.1742
H 11.198003 13.594858 11.216085 -0.1293 -0.1815 -0.0499
C 9.276560 17.099980 7.481352 -0.1312 -0.1669 -0.5320
H 9.264132 5.974921 7.393312 0.3458 -0.1613 -0.3037
H 10.003218 12.335485 10.739251 0.5911 0.4273 -0.4897
H 6.164109 10.520642 4.111451 0.0906 0.0543 0.6351
H 4.392579 7.557013 10.971108 0.1573 0.6012 -0.2200
H 11.591238 8.510171 8.668897 0.4444 0.2865 0.3386
H 7.649908 9.678052 4.356416 0.0529 -0.2337 0.3722
Se 5.136358 13.652252 7.923417 0.1910 0.2343 -0.5220
H 10.967678 8.530172 5.594023 0.3823 0.3552 -0.0529
S 8.649030 11.244793 8.061915 0.4785 0.5625 0.3801
Se 4.951536 17.000353 5.957179 -0.4938 0.1460 -0.2047
H 6.680946 6.481543 8.925340 -0.0038 0.4425 0.0886
H 7.095673 17.403158 9.792174 0.0765 0.1478 0.0830
C 6.842520 10.168506 4.912719 -0.2797 -0.1530 -1.2907
H 9.461886 9.395931 5.811379 0.6625 -0.2982 0.8198
H 6.531276 13.919893 10.830011 0.6512 0.0137 0.0421
Pt 7.549495 13.321623 7.724791 -0.0183 0.1974 0.0491
H 8.820001 18.016516 7.837946 -0.1419 0.1675 0.2385
O 9.041107 8.248258 8.290298 0.3811 0.2950 0.1969
H 6.086144 15.920714 9.812862 0.5713 0.5453 -0.4824
C 8.139716 15.618789 9.200942 -0.8889 0.3974 -0.6912
Se 4.285481 13.100350 3.845350 -0.0715 0.5210 0.2487
C 6.402514 8.138198 10.326734 0.1970 0.9330 -0.4619
H 5.068308 7.356875 5.858123 -0.2668 -0.3161 0.2303
C 10.075010 7.907851 7.344886 -0.6484 0.0006 0.3715
H 5.577304 10.738849 7.289230 -0.0574 0.1173 0.2409
C 5.570405 7.959382 5.117303 0.3121 1.5857 0.6327
C 9.849668 14.247682 9.712431 -1.2015 -2.0816 0.7370
H 10.303852 6.227717 5.940791 0.4889 -0.1223 -0.1321
H 7.250413 11.005868 5.440016 0.2528 0.6946 0.1871
Si 7.817534 9.351714 8.163338 0.3391 -0.6280 -1.0318
H 7.978815 8.421698 11.828990 -0.5067 0.2101 -0.2091
H 10.900460 9.828464 6.862157 -0.2388 -0.1007 -0.4490
```
Positions in Å, forces in eV/Å.

- highest occupied orbital energy (spin up / spin down) (eV) = -4.705 / -4.712
- ⟨S²⟩ = 6.035
- ΔE to the lowest compared entry with this formula, charge and spin (kJ/mol) = 59.78
- E (eV) = -319527.091
- LUMO (spin up / spin down) (eV) = 2.02 / 0.42
- total charge = -1
- 2S+1 = 5

Löwdin population analysis, charges in e, atoms 1 to 5: -0.2253 0.0588 -0.0552 -0.0709 0.0815

DFT (ωB97M-V with the def2-TZVPD basis set) results for a cluster of 2 separate species, C2H4IN in total.

The geometry in XYZ format:
```
8
Properties=species:S:1:pos:R:3:forces:R:3
C 0.346882 0.534893 -0.580552 0.4543 -1.7691 -1.0247
C 0.195483 -0.645955 0.159722 -0.1119 0.8753 -0.8409
N -0.976249 -1.037739 0.619385 2.8150 -2.9769 1.3397
H -0.396714 1.149988 -1.038685 -0.9844 0.3595 0.6899
H -1.663799 -0.391386 0.463775 -2.2934 2.2818 -0.6932
I -2.801303 -4.562733 0.503646 0.2464 0.4698 -0.0957
H 1.229900 0.579588 -1.180165 1.0366 0.4486 0.2602
H 1.122629 -1.268479 0.236531 -1.1626 0.3111 0.3648
```
Positions in Å, forces in eV/Å.

- highest occupied orbital energy (spin up / spin down) (eV) = -7.498 / -7.488
- ΔE to the lowest compared entry with this formula, charge and spin (kJ/mol) = 450.92
- E (eV) = -11724.336
- LUMO (spin up / spin down) (eV) = -4.37 / -4.42

Löwdin population analysis, charges in e, atoms 1 to 5: 0.1234 -0.2817 0.1503 0.0634 0.0092